(1)
2 unconnected molecules or ions with the total composition C2H7Cl3Si2 in a non-equilibrium geometry. Source: the Open Molecules 2025 dataset; level of theory: ωB97M-V/def2-TZVPD.

Calculated values
**Energy above the lowest of the compared OMol25 structures with the same formula, charge and spin**: 283.58 kJ/mol
**Net charge**: 0
**2S+1**: 1
**LUMO energy (spin up / spin down)**: -0.5 / -0.5 eV
**Energy**: -2040.0105 a.u.

Element x y z (Å)
C 1.82067 2.04143 0.72704
C -1.73682 -2.13139 -0.64178
Si 1.15976 1.22091 -0.90342
Si -1.05575 -1.15278 0.76049
Cl -0.15364 2.41110 -1.95433
Cl -0.12792 -2.39075 1.96379
Cl -2.43105 -0.09987 1.76893
H 2.13427 1.27933 1.45311
H 2.74840 2.64249 0.36908
H 0.93687 2.74424 1.14333
H -2.64757 -1.95223 -1.18948
H -0.99058 -2.02745 -1.44431
H -1.67979 -3.17267 -0.26002
H 2.02316 0.58764 -1.79242


(2)
3 unconnected molecules or ions with the total composition C5H9NO3 in a non-equilibrium geometry. Source: the Open Molecules 2025 dataset; level of theory: ωB97M-V/def2-TZVPD.

Calculated values
**Energy above the lowest of the compared OMol25 structures with the same formula, charge and spin**: 643.59 kJ/mol
**Net charge**: 0
**2S+1**: 1
**LUMO energy**: 0.4 eV
**Energy**: -476.1990 a.u.

Element x y z (Å)
O 2.45058 0.72459 2.29679
C 3.20634 0.09518 1.28644
C 2.58756 0.23757 -0.08434
C 2.89400 -0.75921 -1.15971
C 1.52515 -0.74597 -0.53242
O 1.16833 -1.75723 0.35525
C 0.37725 -0.23907 -1.30745
N -0.07852 -0.02941 -2.41979
H 1.76560 0.10750 2.59249
H 4.19488 0.57632 1.27117
H 3.36336 -0.97024 1.52020
H 2.42245 1.26692 -0.40931
H 2.98678 -0.41659 -2.18940
H 3.51701 -1.61301 -0.88664
H 1.26056 -2.62067 -0.06022
O -0.72165 1.22305 -0.62145
H -0.63093 0.91580 0.29631
H -0.92215 1.05146 -1.95671


(3)
A molecular structure, C14H12AlCl2InN2O4 in a non-equilibrium geometry. Source: the Open Molecules 2025 dataset; level of theory: ωB97M-V/def2-TZVPD.

Calculated values
**Energy above the lowest of the compared OMol25 structures with the same formula, charge and spin**: 0.00 kJ/mol
**Net charge**: +4
**2S+1**: 1
**LUMO energy (spin up / spin down)**: -17.4 / -17.2 eV
**Energy**: -2302.5089 a.u.

Element x y z (Å)
Al 3.04402 -1.05465 0.65624
In -0.37674 1.18847 -0.77359
Cl 3.44258 -0.01099 2.40724
Cl 0.86226 -1.23934 0.36563
C -1.87485 -0.97753 -1.61387
C 4.00002 0.18470 -0.80062
C 3.77948 -2.79605 -0.37768
O -2.40481 -1.97886 -1.74870
O 4.69719 0.80043 -1.48891
O 4.13874 -3.47184 -1.23366
C -5.38135 2.71404 2.32459
N -4.22987 1.86090 2.08519
N -2.95345 2.30172 2.02641
C -2.13223 1.23376 1.71126
O -0.87252 1.37297 1.50255
C -2.98923 0.08970 1.61053
C -4.26583 0.53711 1.83788
C -5.53982 -0.20547 1.87876
C -2.54376 3.64984 2.28335
C -3.04701 4.30552 3.41503
C -2.61032 5.59888 3.70436
C -1.66484 6.21813 2.88536
C -1.16601 5.55107 1.76493
C -1.60921 4.26830 1.44640
H -5.77109 2.48784 3.32517
H -6.16933 2.51868 1.58390
H -5.12339 3.77404 2.27931
H -2.68176 -0.90276 1.32098
H -5.98555 -0.17901 2.88806
H -6.26138 0.17947 1.13990
H -5.32862 -1.24877 1.61615
H -3.74331 3.78766 4.08473
H -3.00722 6.10990 4.57595
H -1.32641 7.22472 3.11950
H -0.42177 6.01945 1.13412
H -1.24266 3.71515 0.57560


(4)
A gas-phase ion, C5H13N2O (charge -1) in a non-equilibrium geometry. Source: the Open Molecules 2025 dataset; level of theory: ωB97M-V/def2-TZVPD.

Calculated values
**Energy above the lowest of the compared OMol25 structures with the same formula, charge and spin**: 107.89 kJ/mol
**SMILES**: CN[C@@H](C)CNC[O-]
**Net charge**: -1
**2S+1**: 1
**LUMO energy**: 3.5 eV
**Energy**: -383.0228 a.u.

Element x y z (Å)
C 2.00047 2.08275 -1.30733
N 0.81189 1.24896 -1.49945
C 0.23748 0.78332 -0.24707
C -0.40188 1.93088 0.59356
C -0.78831 -0.31233 -0.49980
N -1.21221 -0.98691 0.72889
C -0.89543 -2.50145 0.78346
O 0.08559 -2.77793 1.62044
H 2.60023 1.61619 -0.52090
H 2.57641 2.13694 -2.22966
H 1.77249 3.09600 -0.97291
H 0.11084 1.77861 -2.00347
H 1.01188 0.32487 0.36646
H -0.61280 2.78914 -0.05962
H -1.33711 1.56340 1.02083
H 0.20334 2.28696 1.43590
H -1.68001 0.11240 -0.98987
H -0.33389 -0.99817 -1.23044
H -0.59464 -0.65955 1.46848
H -1.87016 -2.95151 1.08297
H -0.72040 -2.75633 -0.29759


(5)
5 unconnected molecules or ions with the total composition C19H46ClFO10P4S4 in a non-equilibrium geometry. Source: the Open Molecules 2025 dataset; level of theory: ωB97M-V/def2-TZVPD.

Calculated values
**Net charge**: 0
**2S+1**: 1
**LUMO energy**: 0.2 eV
**Energy**: -5022.1012 a.u.

Element x y z (Å)
C 3.00055 0.04091 3.79577
C 2.27955 0.44544 2.52290
P 1.08674 -0.84161 1.99143
C 2.07541 -2.32419 1.51913
C 1.26284 -3.61171 1.73354
C 0.36996 -0.15872 0.35080
F 1.27313 0.75559 -0.12564
C 0.19186 -1.40924 -0.47888
O 0.82538 -1.90430 -1.38852
O -0.97016 -1.95980 0.07380
C -1.90771 -0.88315 0.00303
Cl -2.47154 -0.90084 -1.74284
P -3.40629 -1.39490 0.98498
O -4.05126 -0.32421 1.73394
O -2.86491 -2.62132 1.84567
O -4.43722 -2.05976 -0.04264
C -1.08093 0.36561 0.41235
P -1.40785 1.76127 -0.85557
C -0.73485 3.32489 -0.16968
C -0.30993 1.46535 -2.31109
P -1.30647 1.24979 2.06049
C -1.82063 0.01101 3.34171
O -2.67172 2.15489 1.89154
H 2.30532 -0.12263 4.61615
H 3.55877 -0.88372 3.68369
H 3.70356 0.79494 4.11813
H 1.79872 1.40982 2.63039
H 3.02655 0.56540 1.73751
H 2.44122 -2.29521 0.49699
H 2.96133 -2.33282 2.14172
H 1.05398 -4.10281 0.79019
H 0.31748 -3.42963 2.23216
H 1.82618 -4.30435 2.34901
H -3.54484 -2.90044 2.46577
H -4.57657 -2.98363 0.17173
H 0.13078 3.14804 0.46026
H -0.48029 3.93289 -1.02947
H -1.51262 3.85008 0.36293
H -0.16500 0.41117 -2.49904
H -0.73661 1.92099 -3.19644
H 0.66158 1.90950 -2.11913
H -1.19329 0.23058 4.19971
H -2.85320 0.16292 3.64091
H -1.62887 -1.00849 3.05025
H -3.22376 2.01122 2.66304
C -4.64417 -1.18167 -4.63121
S -4.01580 -0.59461 -6.20566
O -4.03372 0.89166 -6.14540
C -5.44259 -1.09338 -7.17827
H -3.91524 -0.92568 -3.86651
H -5.59267 -0.69019 -4.41318
H -4.77448 -2.26330 -4.66403
H -6.33894 -0.61435 -6.78431
H -5.54184 -2.17816 -7.14373
H -5.27581 -0.77449 -8.20472
C 4.70870 -6.29601 -0.42794
S 5.71811 -4.84271 -0.11199
O 5.07996 -4.10998 1.00957
C 5.27065 -3.97618 -1.62184
H 4.80550 -6.96130 0.42708
H 3.66692 -5.99775 -0.54712
H 5.06826 -6.79896 -1.32563
H 4.18965 -3.83861 -1.65832
H 5.61306 -4.54906 -2.48364
H 5.76391 -3.00691 -1.60831
C 6.81770 3.04983 5.64651
S 5.15521 3.35869 6.25520
O 4.31007 2.22544 5.79886
C 4.80884 4.74204 5.16178
H 7.20960 2.18266 6.17313
H 6.78319 2.84638 4.57624
H 7.44534 3.91702 5.85147
H 4.91131 4.42285 4.12463
H 5.49711 5.55821 5.38117
H 3.78729 5.06587 5.34742
C -5.56131 3.50342 -3.02127
S -3.82901 3.02990 -2.95060
O -3.13934 4.05645 -2.12266
C -3.46041 3.42112 -4.66486
H -5.98145 3.37645 -2.02574
H -5.64569 4.54630 -3.32778
H -6.08222 2.85465 -3.72556
H -3.68711 4.47078 -4.85662
H -4.04160 2.77185 -5.31909
H -2.40137 3.23692 -4.82970


(6)
7 unconnected molecules or ions with the total composition C40H100F3N5O8PS in a non-equilibrium geometry. Source: the Open Molecules 2025 dataset; level of theory: ωB97M-V/def2-TZVPD.

Calculated values
**Net charge**: +5
**2S+1**: 1
**LUMO energy**: -9.4 eV
**Energy**: -3496.9433 a.u.

Element x y z (Å)
C 2.41270 4.39178 -1.85748
C 1.87089 3.78400 -3.12855
O 2.35090 3.85889 -4.27890
N 0.91594 2.61903 -3.00720
H 0.52171 2.71003 -2.08178
H 0.11640 2.66716 -3.62244
C 1.65570 1.28814 -2.99946
H 3.35278 4.94183 -1.90005
H 2.59439 3.48343 -1.28305
H 1.69048 5.03608 -1.35611
H 2.35024 1.21750 -2.16236
H 2.27417 1.19162 -3.89180
H 0.94063 0.47011 -2.91228
C -1.80025 -2.23952 3.94561
N -1.92484 -3.00318 2.61390
C -3.03411 -2.40823 1.73433
C -0.50363 -2.79053 2.03093
C -2.09615 -4.53539 2.98667
C -1.79789 -5.51096 1.73416
O -2.83092 -5.47717 0.74441
H -2.74691 -2.41876 4.45533
H -1.69310 -1.16864 3.77287
H -0.94031 -2.39505 4.59709
H -3.88415 -2.90985 2.19683
H -2.75230 -2.68608 0.71871
H -3.14753 -1.34249 1.93294
H 0.17095 -3.27847 2.73445
H -0.09398 -1.78046 2.03820
H -0.46558 -3.12272 0.99348
H -3.09948 -4.65385 3.39580
H -1.33026 -4.76284 3.72814
H -1.86359 -6.55560 2.03828
H -0.88114 -5.43165 1.14988
H -2.54498 -5.88335 -0.07709
C -4.20654 1.63826 -3.73694
N -5.16140 2.81826 -3.93283
C -5.48734 3.04589 -5.48732
C -6.42960 2.44437 -3.02654
C -4.47611 4.11875 -3.41740
C -3.99833 4.18396 -1.90777
O -5.01487 4.54266 -1.04645
H -4.13226 1.31880 -2.69746
H -3.21792 1.77570 -4.17494
H -4.53864 0.74228 -4.26138
H -6.22823 3.84537 -5.48204
H -5.91001 2.11744 -5.87127
H -4.59433 3.30103 -6.05788
H -6.18480 1.99218 -2.06545
H -7.05273 1.75538 -3.59672
H -6.92207 3.33456 -2.63521
H -5.14181 4.92590 -3.72312
H -3.59595 4.08398 -4.05943
H -3.18115 4.89959 -1.81728
H -3.70241 3.17497 -1.62058
H -5.26806 5.46173 -1.15959
C -3.59569 6.65832 3.07473
N -2.53804 7.67581 3.28006
C -3.14177 9.09507 3.12283
C -2.05559 7.58328 4.72733
C -1.41378 7.54260 2.22915
C -0.97555 6.06889 1.87912
O -0.57183 5.40327 3.06073
H -3.18187 5.73663 3.48381
H -3.96831 6.59965 2.05208
H -4.45578 7.11127 3.56786
H -3.93872 9.16705 3.86296
H -3.41841 9.16639 2.07094
H -2.40440 9.83220 3.44068
H -1.55346 6.65350 4.99463
H -2.86091 7.86210 5.40691
H -1.23776 8.29324 4.85063
H -0.61060 8.20102 2.56003
H -1.73671 7.97422 1.28177
H -0.07481 6.00748 1.26839
H -1.71008 5.47431 1.33594
H -0.45455 4.48494 2.80675
C -5.38533 1.58701 1.86115
N -5.64509 2.47214 3.06435
C -6.42390 3.73978 2.60639
C -6.60131 1.73253 4.04364
C -4.33148 2.94156 3.86761
C -3.11493 1.83562 3.88123
O -1.87603 2.54789 4.01284
H -4.91290 0.64353 2.13454
H -4.68969 2.17064 1.25818
H -6.21446 1.33780 1.19893
H -7.34953 3.45065 2.10868
H -5.86869 4.26284 1.82778
H -6.77799 4.36517 3.42590
H -7.52496 1.41775 3.55797
H -7.01006 2.22302 4.92707
H -6.05862 0.84362 4.36524
H -4.72320 3.20517 4.85004
H -4.05028 3.71968 3.15799
H -2.95275 1.16855 3.03458
H -3.14928 1.08876 4.67440
H -1.20074 1.86681 4.05446
C 9.38027 -2.57672 1.07229
C 8.21911 -3.46383 0.77151
C 7.80334 -3.74399 -0.72938
C 7.12052 -5.14963 -0.91152
P 5.34642 -5.11258 -1.15109
C 4.47016 -3.86460 -0.06968
C 2.94947 -3.50736 -0.28458
C 2.67779 -2.09372 0.26693
C 2.99293 -2.00970 1.77920
C 5.00332 -4.64856 -2.87688
C 5.93759 -3.58501 -3.45982
C 5.64142 -3.08008 -4.89754
C 5.68375 -4.20849 -5.98494
C 4.73791 -6.88767 -0.88998
C 3.45498 -7.25344 -1.54514
C 3.67388 -7.99227 -2.87978
C 3.50972 -9.53092 -2.75361
H 9.45813 -1.62528 0.54617
H 10.16082 -3.15685 0.58005
H 9.44333 -2.45202 2.15329
H 7.40776 -2.95591 1.29287
H 8.35157 -4.39689 1.31920
H 8.64011 -3.79143 -1.42628
H 7.14916 -2.96003 -1.11090
H 7.26186 -5.70570 0.01525
H 7.58758 -5.94700 -1.48960
H 5.03738 -2.93767 -0.15428
H 4.61637 -4.24105 0.94275
H 2.34746 -4.29891 0.16166
H 2.70187 -3.45465 -1.34477
H 1.63044 -1.86291 0.07226
H 3.25921 -1.35667 -0.28697
H 2.56162 -1.10513 2.20794
H 4.07918 -2.07371 1.84297
H 2.63405 -2.89310 2.30733
H 3.94265 -4.41469 -2.78534
H 5.02868 -5.50081 -3.55594
H 7.00430 -3.80056 -3.39850
H 5.77457 -2.68029 -2.87416
H 6.37215 -2.32112 -5.17700
H 4.66361 -2.61642 -5.02795
H 6.66792 -4.66835 -6.07467
H 5.49371 -3.68434 -6.92156
H 5.09842 -5.11414 -5.82597
H 4.72503 -7.11384 0.17622
H 5.60704 -7.48254 -1.17075
H 2.80788 -6.40070 -1.75053
H 2.77507 -7.84110 -0.92831
H 4.64199 -7.79682 -3.34093
H 3.02984 -7.50951 -3.61480
H 2.47371 -9.80280 -2.95580
H 3.74647 -9.97807 -1.78815
H 4.07117 -10.05862 -3.52458
C -0.00128 1.28028 0.84443
F 0.43045 2.06964 1.76512
F 0.98083 0.75423 0.14118
F -0.76714 0.34765 1.34738
S -1.11713 2.38400 -0.32728
O -1.46492 1.47959 -1.51305
O -2.18612 2.88072 0.52963
O -0.31104 3.47421 -0.81043